Arrangement A

The following is a DFT calculation (the ωB97M-V functional and the def2-TZVPD basis) of a cluster of 5 separate species, C2H13O4S in total.

HOMO-LUMO gap = 7.03 eV

Geometry as ORCA input:
```
! wB97M-V def2-TZVPD RIJCOSX def2/J DEFGRID3
* xyz -1 1
C 0.2797 0.4162 -2.8019
C -0.3813 0.0762 -1.4357
S 0.4299 -1.1495 -0.4308
H 0.8031 -0.4894 -3.1493
H 1.1222 1.1508 -2.8001
H -0.4399 0.6317 -3.6091
H -1.2886 -0.3941 -1.8626
H -0.5646 1.0086 -0.9269
H 2.6163 0.6728 -0.5755
H 2.6990 1.3489 0.6588
O 3.3165 1.0804 -0.0308
H -1.7491 2.5835 3.6903
H -0.4102 1.9023 3.7285
O -1.0985 2.2700 4.3149
H -1.6049 -2.1948 -1.1302
H -1.3924 -3.4548 -1.8038
O -2.1456 -2.9320 -1.4859
H -1.4509 0.6653 1.3654
H 0.0118 0.9864 1.2035
O -0.6899 0.9727 1.8642
*
```

Quick look at the natural (NBO) charges, all values in e: number 1, C, carries -0.6273; number 2, C, carries -0.5621; number 3, S, carries -0.6866; number 4, H, carries 0.2094; number 5, H, carries 0.1841; number 6, H, carries 0.1846; number 7, H, carries 0.1777; number 8, H, carries 0.1639; number 9, H, carries 0.4862; number 10, H, carries 0.4553; number 11, O, carries -0.9539; number 12, H, carries 0.4630; number 13, H, carries 0.4954; number 14, O, carries -0.9620; number 15, H, carries 0.4929; number 16, H, carries 0.4623; number 17, O, carries -0.9779; number 18, H, carries 0.4827; number 19, H, carries 0.4880; number 20, O, carries -0.9756



Arrangement B

The following is a DFT calculation (the ωB97M-V functional and the def2-TZVPD basis) of a cluster of 5 separate species, C2H13O4S in total.

HOMO-LUMO gap = 7.31 eV

Geometry as ORCA input:
```
! wB97M-V def2-TZVPD RIJCOSX def2/J DEFGRID3
* xyz -1 1
C -2.8822 -1.7354 0.8440
C -2.1838 -0.3615 0.9670
S -2.0844 0.6311 -0.5484
H -3.9361 -1.5805 0.6327
H -2.4433 -2.3798 0.0723
H -2.7343 -2.2801 1.7942
H -2.9011 0.2188 1.5648
H -1.2894 -0.4270 1.5978
H -0.2423 -0.1707 -1.6845
H 0.2155 -1.4160 -1.0589
O 0.5783 -0.7210 -1.6258
H 4.4964 0.3331 1.1231
H 3.6368 -0.2783 0.0023
O 4.1966 -0.5113 0.7961
H -0.0233 3.4221 -0.8356
H -0.1073 1.9274 -0.4828
O 0.5239 2.6628 -0.6514
H 2.3118 1.5542 -0.4317
H 2.0859 0.2360 -1.1482
O 2.7826 0.8761 -0.9271
*
```

Quick look at the natural (NBO) charges, all values in e: number 1, C, carries -0.6112; number 2, C, carries -0.5261; number 3, S, carries -0.6871; number 4, H, carries 0.1989; number 5, H, carries 0.1880; number 6, H, carries 0.1795; number 7, H, carries 0.1809; number 8, H, carries 0.1788; number 9, H, carries 0.5023; number 10, H, carries 0.4711; number 11, O, carries -1.0076; number 12, H, carries 0.4525; number 13, H, carries 0.5008; number 14, O, carries -0.9944; number 15, H, carries 0.4674; number 16, H, carries 0.5052; number 17, O, carries -1.0123; number 18, H, carries 0.4976; number 19, H, carries 0.5089; number 20, O, carries -0.9932



Least stable = arrangement A



Arrangement A

The following is a DFT calculation (the ωB97M-V functional and the def2-TZVPD basis) of a structure of composition C24H38As2N4OSZr.

HOMO-LUMO gap = 6.49 eV

Geometry as ORCA input:
```
! wB97M-V def2-TZVPD RIJCOSX def2/J DEFGRID3
* xyz 4 1
Zr -0.2621 0.3230 0.5858
C -4.2927 -1.1225 0.2042
As -2.6907 -0.3268 -0.4958
C -1.5899 -1.8823 -1.0200
C -3.1040 0.5814 -2.1208
C -4.3782 0.5123 -2.6731
C -4.6385 1.1727 -3.8696
C -3.6375 1.8899 -4.5067
C -2.3627 1.9598 -3.9535
C -2.0983 1.3137 -2.7515
As -0.3308 1.3349 -2.0216
C 0.7516 0.3567 -3.2948
C 0.2719 3.1688 -2.1207
H -5.0520 -0.3529 0.3265
H -4.0852 -1.5951 1.1614
H -4.6127 -1.8703 -0.5211
H -2.0425 -2.2895 -1.9260
H -1.5825 -2.6363 -0.2348
H -0.5522 -1.6437 -1.3007
H -5.1775 -0.0424 -2.1990
H -5.6292 1.1227 -4.3013
H -3.8448 2.4001 -5.4379
H -1.6023 2.5253 -4.4787
H 1.0619 1.0607 -4.0668
H 0.1334 -0.4202 -3.7406
H 1.6236 -0.0810 -2.8160
H 0.1442 3.4837 -3.1561
H 1.3259 3.2249 -1.8554
H -0.3238 3.8047 -1.4702
C 1.1569 1.5747 3.8084
C 0.1810 2.3347 2.9845
N -0.3951 3.4044 3.4336
O -0.1352 1.9566 1.7627
H 0.6950 1.2825 4.7536
H 2.0054 2.2221 4.0439
H 1.5143 0.6894 3.2872
H -0.1906 3.7508 4.3655
H -1.0365 3.9426 2.8615
N -0.9138 -1.0736 2.1357
C -1.5295 -1.6701 2.9302
C -2.1957 -2.4501 3.8781
C -3.2109 -1.9084 4.6909
C -3.8168 -2.7297 5.6148
C -3.4153 -4.0624 5.7255
C -2.4100 -4.5967 4.9205
C -1.7865 -3.7993 3.9859
H -3.5092 -0.8730 4.5934
H -4.5993 -2.3472 6.2550
H -3.8969 -4.6990 6.4572
H -2.1181 -5.6318 5.0315
H -0.9978 -4.1928 3.3589
C 4.9556 2.5548 -1.9790
C 4.8420 2.1684 -0.5159
N 3.5884 1.4248 -0.2100
C 3.4260 0.1249 -0.4014
S 1.9584 -0.7370 0.1385
N 4.3503 -0.6075 -0.9700
C 4.3948 -2.0658 -1.2785
C 4.8052 -2.2836 -2.7188
H 5.9354 2.9929 -2.1650
H 4.2057 3.2963 -2.2523
H 4.8473 1.6976 -2.6463
H 4.8284 3.0433 0.1308
H 5.6832 1.5610 -0.1724
H 2.9036 1.8938 0.3514
H 5.1919 -0.1094 -1.2433
H 3.4141 -2.4794 -1.0601
H 5.1096 -2.5019 -0.5808
H 4.0843 -1.8541 -3.4147
H 4.8687 -3.3536 -2.9113
H 5.7897 -1.8618 -2.9244
*
```

Quick look at the Löwdin charges, all values in e: number 1, Zr, carries 1.1692; number 2, C, carries -0.2250; number 3, As, carries 1.0816; number 4, C, carries -0.2732; number 5, C, carries -0.4378; number 6, C, carries -0.0623; number 7, C, carries -0.0060; number 8, C, carries -0.0059; number 9, C, carries -0.0638; number 10, C, carries -0.4317; number 11, As, carries 1.0742; number 12, C, carries -0.2266; number 13, C, carries -0.2328; number 14, H, carries 0.0589; number 15, H, carries 0.0305; number 16, H, carries 0.0662; number 17, H, carries 0.0717; number 18, H, carries 0.0417; number 19, H, carries -0.0129; number 20, H, carries 0.1121; number 21, H, carries 0.1368; number 22, H, carries 0.1366; number 23, H, carries 0.1171; number 24, H, carries 0.0596; number 25, H, carries 0.0559; number 26, H, carries 0.0036; number 27, H, carries 0.0520; number 28, H, carries 0.0248; number 29, H, carries 0.0492; number 30, C, carries 0.0489; number 31, C, carries -0.4237; number 32, N, carries 0.2948; number 33, O, carries -0.2527; number 34, H, carries 0.1260; number 35, H, carries 0.1278; number 36, H, carries 0.0788; number 37, H, carries 0.1771; number 38, H, carries 0.1705; number 39, N, carries 0.0261; number 40, C, carries -0.0597; number 41, C, carries -0.2196; number 42, C, carries 0.0012; number 43, C, carries -0.0122; number 44, C, carries 0.0267; number 45, C, carries -0.0080; number 46, C, carries 0.0144; number 47, H, carries 0.1268; number 48, H, carries 0.1345; number 49, H, carries 0.1402; number 50, H, carries 0.1360; number 51, H, carries 0.1321; number 52, C, carries -0.0532; number 53, C, carries -0.1814; number 54, N, carries 0.0292; number 55, C, carries -0.6666; number 56, S, carries 0.6358; number 57, N, carries 0.0586; number 58, C, carries -0.2007; number 59, C, carries -0.0515; number 60, H, carries 0.1036; number 61, H, carries 0.0800; number 62, H, carries 0.0761; number 63, H, carries 0.1342; number 64, H, carries 0.1316; number 65, H, carries 0.1156; number 66, H, carries 0.1487; number 67, H, carries 0.0743; number 68, H, carries 0.1400; number 69, H, carries 0.0801; number 70, H, carries 0.1012; number 71, H, carries 0.0945



Arrangement B

The following is a DFT calculation (the ωB97M-V functional and the def2-TZVPD basis) of a structure of composition C24H38As2N4OSZr.

HOMO-LUMO gap = 6.86 eV

Geometry as ORCA input:
```
! wB97M-V def2-TZVPD RIJCOSX def2/J DEFGRID3
* xyz 4 1
Zr -0.4609 -0.6834 0.1678
C 3.4769 -0.4030 1.3239
As 1.8265 -1.3702 1.5854
C 1.5235 -1.3192 3.4919
C 2.1444 -3.2228 1.1321
C 2.7731 -4.0532 2.0588
C 3.0319 -5.3825 1.7383
C 2.6639 -5.8821 0.4965
C 2.0436 -5.0543 -0.4351
C 1.7846 -3.7210 -0.1262
As 1.0169 -2.5362 -1.4465
C 0.1485 -3.6842 -2.7352
C 2.5144 -1.8155 -2.4450
H 4.2272 -0.8485 1.9815
H 3.3314 0.6439 1.5882
H 3.8049 -0.4902 0.2896
H 2.3492 -1.8132 4.0075
H 0.5864 -1.8155 3.7400
H 1.4812 -0.2770 3.8049
H 3.0736 -3.6793 3.0304
H 3.5239 -6.0217 2.4590
H 2.8685 -6.9140 0.2444
H 1.7801 -5.4603 -1.4039
H -0.5945 -4.3175 -2.2503
H 0.9057 -4.3024 -3.2214
H -0.3349 -3.0648 -3.4912
H 3.2297 -2.6158 -2.6404
H 3.0046 -1.0160 -1.8888
H 2.1458 -1.4247 -3.3944
C -3.6424 -3.1552 1.5042
C -2.1764 -3.2599 1.3184
N -1.5244 -4.3510 1.5923
O -1.4955 -2.2405 0.8573
H -4.1434 -3.7322 0.7203
H -3.9716 -2.1208 1.4475
H -3.9361 -3.5845 2.4635
H -2.0096 -5.1620 1.9622
H -0.5227 -4.4238 1.4490
N -0.1974 0.7712 -1.4152
C -0.0078 1.5217 -2.2924
C 0.1859 2.3950 -3.3558
C -0.7877 2.4671 -4.3779
C -0.5773 3.3247 -5.4328
C 0.5809 4.1008 -5.4783
C 1.5429 4.0304 -4.4689
C 1.3585 3.1823 -3.4021
H -1.6797 1.8574 -4.3292
H -1.3085 3.3951 -6.2260
H 0.7384 4.7705 -6.3133
H 2.4336 4.6391 -4.5256
H 2.0963 3.1133 -2.6148
C -4.2574 3.6421 -0.1713
C -3.3890 2.5556 0.4360
N -2.2071 3.1798 1.0749
C -1.2661 2.5816 1.7684
S -1.3037 0.8143 1.9694
N -0.3312 3.2524 2.4155
C -0.2638 4.7300 2.5207
C -1.2565 5.2928 3.5270
H -5.1335 3.1913 -0.6325
H -3.7222 4.2033 -0.9376
H -4.6142 4.3342 0.5914
H -3.0407 1.8564 -0.3304
H -3.9423 1.9958 1.1920
H -2.2360 4.1923 1.1336
H 0.2846 2.7238 3.0104
H -0.4020 5.1495 1.5209
H 0.7588 4.9613 2.8141
H -2.2893 5.0413 3.2840
H -1.1720 6.3783 3.5384
H -1.0429 4.9296 4.5307
*
```

Quick look at the Löwdin charges, all values in e: number 1, Zr, carries 1.2183; number 2, C, carries -0.2209; number 3, As, carries 1.0759; number 4, C, carries -0.2456; number 5, C, carries -0.4384; number 6, C, carries -0.0721; number 7, C, carries -0.0114; number 8, C, carries -0.0102; number 9, C, carries -0.0728; number 10, C, carries -0.4511; number 11, As, carries 1.0700; number 12, C, carries -0.2488; number 13, C, carries -0.2393; number 14, H, carries 0.0687; number 15, H, carries 0.0470; number 16, H, carries 0.0302; number 17, H, carries 0.0542; number 18, H, carries 0.0449; number 19, H, carries 0.0400; number 20, H, carries 0.1105; number 21, H, carries 0.1362; number 22, H, carries 0.1361; number 23, H, carries 0.1107; number 24, H, carries 0.0454; number 25, H, carries 0.0588; number 26, H, carries 0.0475; number 27, H, carries 0.0632; number 28, H, carries 0.0177; number 29, H, carries 0.0485; number 30, C, carries 0.0629; number 31, C, carries -0.4047; number 32, N, carries 0.2986; number 33, O, carries -0.3069; number 34, H, carries 0.1322; number 35, H, carries 0.1048; number 36, H, carries 0.1263; number 37, H, carries 0.1762; number 38, H, carries 0.1358; number 39, N, carries 0.0067; number 40, C, carries -0.0578; number 41, C, carries -0.2158; number 42, C, carries 0.0113; number 43, C, carries -0.0105; number 44, C, carries 0.0292; number 45, C, carries -0.0121; number 46, C, carries 0.0066; number 47, H, carries 0.1303; number 48, H, carries 0.1358; number 49, H, carries 0.1402; number 50, H, carries 0.1344; number 51, H, carries 0.1276; number 52, C, carries -0.0538; number 53, C, carries -0.2348; number 54, N, carries 0.0519; number 55, C, carries -0.6784; number 56, S, carries 0.6429; number 57, N, carries 0.0329; number 58, C, carries -0.1849; number 59, C, carries -0.0483; number 60, H, carries 0.0977; number 61, H, carries 0.0901; number 62, H, carries 0.0977; number 63, H, carries 0.0924; number 64, H, carries 0.1199; number 65, H, carries 0.1430; number 66, H, carries 0.1363; number 67, H, carries 0.1247; number 68, H, carries 0.1345; number 69, H, carries 0.0762; number 70, H, carries 0.1022; number 71, H, carries 0.0939



Least stable = arrangement A